(1)
Below is C19H28N2O3S2 in the gas phase, with properties calculated with ωB97M-V/def2-TZVPD.

Results
**Kohn-Sham gap**: 9.151 eV

```
! wB97M-V def2-TZVPD RIJCOSX def2/J DEFGRID3
* xyz 0 1
C -0.10999 1.57635 -0.24799
S 0.06477 -0.15440 0.23579
C 1.86190 -0.33014 0.14667
C 2.40939 0.26415 -1.14827
O 3.01142 1.32611 -1.14151
N 2.17740 -0.40186 -2.30249
C 1.47696 -1.65895 -2.51945
C 0.77898 -1.41847 -3.85314
C -0.52987 -0.61726 -3.69366
S -0.35441 0.97211 -4.56439
C 1.01538 0.34898 -5.56573
C 1.80894 -0.58481 -4.65534
C 2.75324 -1.47467 -5.45821
C 2.57619 0.20236 -3.57070
C 2.66842 0.14306 1.38366
N 3.22779 -1.20260 1.47028
C 4.28678 -1.58727 2.20426
O 4.81724 -0.83122 3.00330
C 4.90557 -2.95655 1.95379
C 6.16277 -2.80347 1.08317
C 5.62239 -3.10811 -0.29373
C 5.38264 -2.01766 -1.29956
C 6.44979 -3.06024 -1.53204
C 4.59688 -4.17796 -0.02354
O 4.03680 -3.84662 1.24871
C 2.35810 -1.77089 0.44654
H -1.15927 1.82891 -0.10627
H 0.50122 2.21866 0.38310
H 0.15744 1.72755 -1.29366
H 2.18706 -2.49230 -2.59927
H 0.77969 -1.87461 -1.71361
H 0.57347 -2.36100 -4.36302
H -1.37257 -1.17180 -4.10382
H -0.74285 -0.40626 -2.64565
H 0.64058 -0.19215 -6.43692
H 1.61095 1.19246 -5.91644
H 3.50219 -0.87547 -5.97922
H 3.28612 -2.17031 -4.80538
H 2.20480 -2.05738 -6.20068
H 2.31356 1.25980 -3.55497
H 3.65840 0.12899 -3.71324
H 3.40454 0.91872 1.18601
H 2.04628 0.41033 2.23835
H 5.13324 -3.37667 2.93370
H 6.60730 -1.81453 1.17983
H 6.90874 -3.54807 1.36942
H 4.49388 -2.07201 -1.91739
H 5.69252 -1.01229 -1.04475
H 7.48419 -2.75848 -1.43694
H 6.26557 -3.80527 -2.29550
H 3.79321 -4.21313 -0.76417
H 5.06132 -5.16929 0.02880
H 1.59075 -2.43646 0.84776
H 2.87008 -2.26077 -0.37535
*
```

=====

(2)
Below is C2HClFN3S in the gas phase in a non-equilibrium geometry, with properties calculated with ωB97M-V/def2-TZVPD.

Results
**Kohn-Sham gap**: 8.283 eV

```
! wB97M-V def2-TZVPD RIJCOSX def2/J DEFGRID3
* xyz 0 1
C -3.36939 -0.01142 0.04573
C -0.86130 0.39643 -0.03604
N -2.99624 1.43461 -0.07748
N 0.38139 0.47149 -0.02563
N -1.68415 1.48251 -0.15219
F -1.14363 2.71607 0.10835
S -2.00028 -1.04441 0.00850
Cl -4.95688 -0.50458 0.01330
H 0.92888 -0.37308 0.01116
*
```

=====

(3)
Below is a molecular structure, C45H50KN2OPSi in a non-equilibrium geometry, with properties calculated with ωB97M-V/def2-TZVPD.

Results
**Kohn-Sham gap**: 4.686 eV

```
! wB97M-V def2-TZVPD RIJCOSX def2/J DEFGRID3
* xyz -2 1
K -0.76117 -0.33258 -0.40670
C 5.93675 0.15731 -0.53729
C 5.31219 0.31665 -1.90142
C 6.15615 0.12580 -2.99776
C 5.72726 0.26252 -4.30562
C 4.40547 0.60833 -4.54496
C 3.55389 0.78458 -3.47082
C 3.96448 0.64379 -2.13769
P 2.53745 0.94703 -0.98372
C 3.05290 -0.02859 0.49269
C 3.35562 0.60359 1.69690
C 3.85563 -0.11221 2.77134
C 4.00862 -1.48760 2.66969
C 3.64973 -2.13255 1.49640
C 3.17922 -1.42406 0.39388
C 2.88996 -2.16135 -0.88549
C 2.75577 2.67995 -0.54921
C 4.01727 3.27656 -0.49738
C 4.19972 4.63134 -0.29703
C 3.04831 5.44746 -0.20061
C 1.79697 4.91699 -0.26719
C 1.54958 3.49151 -0.39001
C 0.27716 2.99686 -0.35994
H 7.00505 0.37394 -0.59800
H 5.82150 -0.86608 -0.17089
H 5.48906 0.81574 0.19853
H 7.19604 -0.12182 -2.80661
H 6.41894 0.10795 -5.12550
H 4.04502 0.72868 -5.55962
H 2.51500 1.04043 -3.65085
H 3.23337 1.67975 1.76205
H 4.11751 0.39669 3.69065
H 4.39419 -2.06024 3.50601
H 3.73933 -3.21156 1.42208
H 2.63315 -3.20000 -0.68236
H 3.76226 -2.13703 -1.54715
H 2.05697 -1.70802 -1.42359
H 4.89951 2.66140 -0.64043
H 5.19266 5.06210 -0.24220
H 3.17393 6.52181 -0.09532
H 0.92941 5.56935 -0.22593
H -0.57825 3.65545 -0.26819
H 0.06705 1.94053 -0.42259
C -3.10128 0.60768 -3.17993
Si -3.88981 1.54374 -1.72704
C -5.77584 1.47598 -2.09211
C -3.52032 3.39027 -2.01326
N -3.21928 0.94195 -0.31838
C -3.68196 0.77437 0.93029
C -5.04924 0.71680 1.30051
C -5.46622 0.49452 2.60166
C -4.54178 0.31819 3.61916
C -3.18383 0.37303 3.30425
C -2.76495 0.59882 2.01045
O -1.40911 0.63281 1.66265
C -0.52695 0.88624 2.68315
C -0.19202 2.19663 2.99539
C 0.68002 2.45139 4.04165
C 1.20309 1.40203 4.78646
C 0.88730 0.09392 4.44897
C 0.03785 -0.16941 3.38597
H -3.43293 1.01850 -4.13861
H -3.36315 -0.45346 -3.15635
H -2.01035 0.68263 -3.14031
H -5.99438 1.85766 -3.09334
H -6.33110 2.09067 -1.37658
H -6.16701 0.45525 -2.02817
H -3.93399 3.73561 -2.96676
H -2.44215 3.57259 -2.02379
H -3.95045 4.01053 -1.22112
H -5.77842 0.84154 0.50893
H -6.52831 0.45481 2.82345
H -4.85727 0.13593 4.63891
H -2.45201 0.24143 4.09142
H -0.60233 2.99703 2.39415
H 0.95458 3.47362 4.27075
H 1.87565 1.60303 5.61253
H 1.31347 -0.73009 5.00754
H -0.20777 -1.18607 3.09732
C -4.30267 -2.85594 0.29287
N -4.13333 -3.53475 -0.98557
C -5.13615 -3.08824 -1.92534
C -2.78165 -3.32177 -1.51837
C -1.69291 -3.93474 -0.65335
C -1.73664 -5.32115 -0.48655
C -0.81063 -5.96213 0.32222
C 0.15032 -5.19052 0.96614
C 0.17395 -3.81326 0.77011
C -0.72674 -3.10131 -0.05332
H -5.26930 -3.12577 0.72749
H -4.25921 -1.75793 0.19892
H -3.51010 -3.16930 0.97008
H -6.12977 -3.28907 -1.51522
H -5.03444 -3.63936 -2.86408
H -5.06953 -2.00791 -2.14806
H -2.58890 -2.24247 -1.63409
H -2.75806 -3.77475 -2.51778
H -2.51466 -5.89447 -0.98540
H -0.84662 -7.03845 0.46046
H 0.87705 -5.67005 1.61944
H 0.94158 -3.25725 1.31146
*
```

=====

(4)
Below is a molecular structure, C16H26B2N6O2Pt in a non-equilibrium geometry, with properties calculated with ωB97M-V/def2-TZVPD.

Results
**Kohn-Sham gap (spin up / spin down)**: 7.811 / 4.871 eV

```
! wB97M-V def2-TZVPD RIJCOSX def2/J DEFGRID3
* xyz 2 3
C -1.47915 -1.94359 0.87172
N -0.73936 -1.59960 -0.20863
N -1.05867 -2.48553 -1.22379
C -2.09356 -3.25985 -0.80426
C -2.38499 -2.92547 0.50995
B -0.27032 -2.42445 -2.58532
N -0.11795 -0.96880 -3.11823
N 0.24678 0.08066 -2.31169
C 0.38868 1.18476 -3.08938
C 0.03871 0.85802 -4.40375
C -0.25874 -0.51261 -4.38553
Pt 0.51721 -0.02362 -0.35349
N 1.14847 -3.03791 -2.35562
N 2.07711 -2.46255 -1.51228
C 3.15513 -3.27717 -1.54770
C 2.93573 -4.36470 -2.43005
C 1.64834 -4.15749 -2.92639
H 4.06154 -3.12930 -0.97140
H 1.06549 -4.70986 -3.64143
H 3.59845 -5.17285 -2.65540
H -0.87712 -3.06973 -3.39774
H -0.58439 -1.18672 -5.17342
H -2.60331 -3.96157 -1.47332
H -0.01527 1.53288 -5.24483
H -3.18776 -3.28570 1.14469
H 0.74683 2.11294 -2.68768
H -1.37536 -1.43569 1.81976
H 2.55449 -0.17533 -0.71481
C 2.86262 0.89633 -0.46539
H 3.15343 1.46713 -1.35785
H 2.04263 1.44565 0.04639
H 3.70102 0.84560 0.23401
C -0.19063 0.67026 3.38917
C -1.18113 1.57786 2.65153
C -2.40399 1.70183 3.52076
O -1.57298 0.93521 1.44846
B -0.49251 1.30332 0.63603
O -0.14359 2.61830 0.80987
C -0.60228 2.90903 2.11725
C -1.65316 3.99168 1.92541
C 0.54835 3.44646 2.92788
H 0.66872 0.36512 2.77042
H -0.73881 -0.24380 3.66163
H 0.17769 1.14470 4.30667
H -2.78086 0.70318 3.78093
H -2.10432 2.21815 4.44122
H -3.20093 2.26143 3.01752
H -2.03958 4.30392 2.89667
H -1.17705 4.85230 1.43988
H -2.47576 3.63622 1.29024
H 1.37270 2.72466 2.97608
H 0.91235 4.37009 2.46576
H 0.18107 3.65620 3.93946
*
```

=====

(5)
Below is a molecular structure, C15H29AsFeO9P2S in a non-equilibrium geometry, with properties calculated with ωB97M-V/def2-TZVPD.

Results
**Kohn-Sham gap (spin up / spin down)**: 9.019 / 8.984 eV

```
! wB97M-V def2-TZVPD RIJCOSX def2/J DEFGRID3
* xyz 0 5
Fe 0.08899 -0.30698 -1.02551
O -2.01697 1.90654 -3.27147
As -2.24889 1.60074 -1.56434
O -1.85433 -0.15667 -1.44367
O -0.41707 2.09017 -0.81740
C 0.16153 3.09128 -1.55945
C -0.28171 4.40527 -1.42427
C 0.23523 5.42069 -2.20091
C 1.07717 5.10921 -3.24917
C 1.47197 3.78112 -3.44403
C 1.05105 2.78384 -2.60013
S 1.67078 1.11327 -2.86432
O 0.45772 0.37715 -3.37104
O 2.81449 1.12983 -3.73530
O 1.95128 0.55207 -1.52350
H -1.53077 1.21928 -3.66752
H -1.01851 4.63014 -0.62118
H -0.09548 6.45467 -1.93759
H 1.49878 5.82252 -3.93430
H 2.13322 3.45911 -4.27200
C 0.29212 0.79481 6.00365
C -0.11150 1.31080 4.67289
O 0.18089 0.34826 3.57087
P -0.01993 1.01994 2.10572
O -1.61244 0.86515 1.89330
C -2.35452 -0.39782 1.77825
C -3.54559 -0.31786 2.66721
O 0.50019 -0.32331 1.18611
C 1.33224 -1.38869 1.68134
C 0.53460 -2.69736 2.00894
H 0.02723 1.62787 6.69905
H 1.35957 0.57681 6.11061
H -0.24945 -0.09776 6.34142
H 0.43377 2.25267 4.47617
H -1.17687 1.41014 4.70369
H -1.69480 -1.20583 2.06144
H -2.59375 -0.52029 0.72907
H -3.26448 0.08888 3.65565
H -3.97015 -1.32231 2.74941
H -4.33007 0.29775 2.14593
H 1.90652 -1.15631 2.60536
H 2.05295 -1.51946 0.92313
H -0.14600 -2.51395 2.85450
H 1.28003 -3.44143 2.28015
H -0.00435 -3.02438 1.17255
C -0.54959 -4.03437 -1.60257
P 0.56654 -2.60761 -1.75880
C 0.73247 -2.64576 -3.59086
C 2.11082 -3.52496 -1.34996
H -0.18802 -4.88861 -2.17971
H -1.56790 -3.79320 -1.89808
H -0.58933 -4.41145 -0.54582
H 0.76826 -3.73344 -3.91241
H 1.63420 -2.13937 -3.97491
H -0.20837 -2.23673 -3.97752
H 2.24573 -4.35026 -2.06925
H 2.10442 -3.92787 -0.36681
H 2.96606 -2.85593 -1.32267
*
```